# 1
The following is a DFT calculation (ωB97M-V/def2-TZVPD) of C10H20ClMnN4O4S as an isolated structure.

The spin multiplicity is 6. Its expectation value of S² is 9.153. For the lowest unoccupied orbital energy (spin up / spin down), the calculation gives 2.90 / 2.96 eV. The HOMO energy (spin up / spin down) comes out at -1.35 / -1.05 eV. For the relative energy (zero: lowest compared OMol25 entry of this formula, charge and spin), the calculation gives 85.0 kcal/mol. Its HOMO-LUMO gap (spin up / spin down) is 4.3 / 4.0 eV. As for the total charge: -1.

Geometry as XYZ:
```
41
C10H20ClMnN4O4S, DFT ωB97M-V/def2-TZVPD
Mn -0.8041 0.9814 -0.5032
C -0.2165 -2.5232 1.1418
C -1.5769 -1.8896 1.4580
N -1.9946 -0.9106 0.4597
C -2.5921 -1.4653 -0.7571
C -1.5884 -1.9589 -1.7942
S -0.1672 -0.7462 -2.0716
C 1.2083 -1.8834 -1.5205
C 1.7622 -1.7045 -0.0921
N 0.8151 -1.5165 0.9872
H -0.3194 -3.1584 0.2527
H 0.0501 -3.1908 1.9713
H -1.5057 -1.3830 2.4227
H -2.3197 -2.6945 1.5473
H -2.6454 -0.2505 0.8657
H -3.1936 -0.6759 -1.2066
H -3.2657 -2.3037 -0.5183
H -2.0884 -2.0252 -2.7605
H -1.1764 -2.9388 -1.5496
H 2.0109 -1.6716 -2.2275
H 0.8625 -2.9028 -1.6998
H 2.4180 -0.8330 -0.0698
H 2.3674 -2.5932 0.1257
H 0.3984 -0.6024 0.8748
N 2.6967 1.3192 1.1954
C 4.0175 1.8372 1.1550
C 3.9950 3.0095 0.4213
C 2.6800 3.2693 0.0722
N 1.8872 2.2572 0.5482
H 2.3146 1.0415 2.1010
H 4.8287 1.2819 1.5917
H 4.8506 3.6129 0.1642
H 2.2514 4.0683 -0.5070
C 0.4501 2.2120 0.7424
H 0.0812 3.2209 0.5189
H 0.2788 2.0705 1.8254
O -3.9218 3.6492 -0.9462
Cl -3.3670 2.3392 -1.0394
O -3.0124 1.8537 0.2850
O -4.3102 1.4306 -1.6288
O -2.1592 2.3674 -1.8354
```

---

# 2
The following is a DFT calculation (ωB97M-V/def2-TZVPD) of C10H20ClO24S5Ti as an isolated structure.

The spin multiplicity is 4. Its expectation value of S² is 3.750. For the lowest unoccupied orbital energy (spin up / spin down), the calculation gives -2.69 / -2.34 eV. The HOMO energy (spin up / spin down) comes out at -6.85 / -6.85 eV. For the relative energy (zero: lowest compared OMol25 entry of this formula, charge and spin), the calculation gives 177.3 kcal/mol. Its HOMO-LUMO gap (spin up / spin down) is 4.2 / 4.5 eV.

Geometry as XYZ:
```
61
C10H20ClO24S5Ti, DFT ωB97M-V/def2-TZVPD
Ti -0.4130 0.1483 -1.4730
Cl -5.5154 -1.8424 -4.1685
O -5.5583 -3.2798 -4.1733
O -4.5618 -1.4624 -3.1900
O -4.9211 -1.5341 -5.4968
O -6.8419 -1.3626 -4.1728
C 4.5716 -2.2779 4.1455
C 5.6736 -2.8904 3.2922
O 5.7535 -1.9503 2.2338
S 5.1681 -0.4584 2.5798
O 4.0071 -0.1325 1.7527
O 6.2684 0.5080 2.5702
O 4.7733 -0.8797 4.0711
H 4.5910 -2.5324 5.2052
H 3.5887 -2.4478 3.7061
H 5.4784 -3.7816 2.6958
H 6.6679 -2.8920 3.7387
C -1.1280 7.9490 -0.4923
C 0.3352 8.2409 -0.3758
O 0.7330 7.2586 0.6200
S -0.0392 5.8197 0.3311
O -0.5181 5.2697 1.5799
O 0.4992 4.9917 -0.7470
O -1.2715 6.5661 -0.2122
H -1.5309 8.2688 -1.4533
H -1.6722 8.4836 0.2862
H 0.4193 9.2480 0.0327
H 0.7849 8.2379 -1.3686
C 0.9710 5.1675 -6.4701
C 0.2327 4.6061 -7.6743
O -0.8007 3.9612 -7.0938
S -1.4237 4.6572 -5.7568
O -1.5718 3.5311 -4.8680
O -2.5893 5.4600 -6.1711
O -0.0452 5.5684 -5.5652
H 1.4838 6.0559 -6.8388
H 1.7694 4.5273 -6.0950
H 0.7165 3.7478 -8.1404
H -0.0074 5.3489 -8.4351
C -4.4926 -2.1841 6.6555
C -4.4156 -3.2834 5.5006
O -3.1618 -2.9494 4.9383
S -2.9193 -1.3593 4.7134
O -3.3973 -0.8896 3.4294
O -1.5880 -1.0241 5.1255
O -3.9285 -1.0120 6.0528
H -3.9602 -2.4687 7.5630
H -5.5222 -1.9715 6.9431
H -5.2744 -3.3173 4.8302
H -4.4423 -4.3019 5.8880
C 2.0594 -7.6377 -1.0624
C 2.6923 -7.7674 0.3836
O 1.9818 -6.9865 1.3013
S 0.5699 -6.2715 0.6226
O 0.6868 -4.8436 0.4396
O -0.6417 -6.8037 1.2450
O 0.8388 -7.0083 -0.8821
H 2.0014 -8.4945 -1.7337
H 2.6355 -6.9066 -1.6295
H 3.7693 -7.6581 0.5108
H 2.4314 -8.7579 0.7564
```

---

# 3
The following is a DFT calculation (ωB97M-V/def2-TZVPD) of C10H20ClPmY as an isolated structure.

The spin multiplicity is 5. Its expectation value of S² is 6.009. For the lowest unoccupied orbital energy (spin up / spin down), the calculation gives 2.57 / 2.57 eV. The HOMO energy (spin up / spin down) comes out at -3.62 / -3.60 eV. Its HOMO-LUMO gap (spin up / spin down) is 6.2 / 6.2 eV. As for the total charge: -1.

Geometry as XYZ:
```
33
C10H20ClPmY, DFT ωB97M-V/def2-TZVPD
Y 0.5620 0.2198 -4.2271
Cl 1.4529 -1.7182 -2.7260
C 2.5985 1.3558 -4.3283
C -0.6262 -1.1779 -5.5805
H 2.5129 1.7086 -5.3734
H 2.6149 2.1673 -3.5953
H 3.3650 0.5754 -4.1802
H -0.4938 -0.6139 -6.5159
H -1.6395 -1.1769 -5.1762
H -0.0753 -2.1245 -5.4925
Pm 0.2373 0.0320 -1.0658
C -1.7290 -1.0309 -0.1301
C -0.8349 1.3758 -2.7952
H -2.6093 -0.6208 -0.6478
H -1.6333 -2.0704 -0.4518
H -1.9554 -1.0372 0.9600
H -1.9243 1.3158 -3.2417
H -0.5394 2.4599 -2.7205
C 1.2992 0.6673 4.1187
C 0.0076 0.0077 3.6531
C -0.0693 -1.4422 4.1188
C -1.2134 0.7872 4.1231
C 0.0866 0.0540 2.2558
C 0.5983 0.2775 1.1352
H 1.3909 0.7133 5.2185
H 1.3614 1.6797 3.7165
H 2.1567 0.1256 3.7158
H -0.0784 -1.5513 5.2037
H -0.9784 -1.9260 3.7018
H 0.7814 -2.0171 3.7085
H -1.1838 1.8128 3.7102
H -2.1351 0.3294 3.7032
H -1.3069 0.8423 5.2057
```

---

# 4
The following is a DFT calculation (ωB97M-V/def2-TZVPD) of C10H20CrN2OP as an isolated structure.

The spin multiplicity is 5. Its expectation value of S² is 6.145. For the lowest unoccupied orbital energy (spin up / spin down), the calculation gives 2.89 / 2.80 eV. The HOMO energy (spin up / spin down) comes out at 0.61 / -4.14 eV. Its HOMO-LUMO gap (spin up / spin down) is 2.3 / 6.9 eV. As for the total charge: -1.

Geometry as XYZ:
```
35
C10H20CrN2OP, DFT ωB97M-V/def2-TZVPD
C 1.2477 0.4674 -1.5938
C 0.2374 0.1650 -2.6102
C -0.5117 -1.0833 -2.5552
C -0.2246 -2.0996 -1.6316
C 0.7538 -1.9530 -0.5874
Cr -0.0566 -0.3213 -0.4029
P -0.0411 2.1376 0.2002
H 1.9489 1.3545 -1.6315
H 0.0445 0.8101 -3.5056
H -1.1465 -1.3136 -3.4465
H 1.0785 -2.7533 0.1250
H -0.7647 -3.0680 -1.8298
H -1.1692 2.5700 0.9672
H 0.0328 3.1809 -0.7621
H 1.1545 2.4060 0.9587
C 2.0658 -0.2951 2.2334
N 1.0528 -0.3469 3.2924
C 1.5670 -0.1858 4.6330
C -0.2665 -0.3848 2.9582
O -0.5906 -0.2069 1.7258
N -1.2688 -0.5920 3.8567
C -1.1170 -0.7451 5.2885
C -2.6128 -0.8018 3.3467
H 3.0353 -0.5668 2.7086
H 2.1719 0.7336 1.7941
H 1.8611 -1.0039 1.3925
H 1.1653 0.7037 5.1390
H 1.3812 -1.0615 5.2687
H 2.6607 -0.0639 4.5617
H -0.7601 0.1688 5.7842
H -2.1268 -0.9473 5.6557
H -0.4872 -1.5997 5.5709
H -2.5803 -1.0453 2.2893
H -3.1093 -1.6021 3.8977
H -3.2466 0.0774 3.4933
```

---

# 5
The following is a DFT calculation (ωB97M-V/def2-TZVPD) of a 2-piece molecular cluster, C10H20F3N2O4PS2 overall.

The spin multiplicity is 2. Its expectation value of S² is 0.754. For the lowest unoccupied orbital energy (spin up / spin down), the calculation gives 2.31 / 2.30 eV. The HOMO energy (spin up / spin down) comes out at -5.85 / -5.85 eV. Its HOMO-LUMO gap (spin up / spin down) is 8.2 / 8.2 eV. As for the total charge: -1.

Geometry as XYZ:
```
42
C10H20F3N2O4PS2, DFT ωB97M-V/def2-TZVPD
C -0.3322 -1.3966 1.4133
C -0.5508 -1.6326 -0.0868
C -0.2811 -3.1146 -0.4026
C -1.9860 -1.3313 -0.5264
C -2.3678 0.1419 -0.7250
S -2.8797 0.8598 0.8465
P -3.8339 0.1816 -1.8816
N -5.2617 -0.0609 -1.2934
C -1.2543 0.8845 -1.4723
C 0.1927 0.6178 -1.0544
C 1.0852 1.0617 -2.2150
C 0.5897 1.3930 0.2118
N 0.4170 -0.8389 -0.8803
O 1.6270 -1.1807 -0.7126
H -0.8023 -0.4883 1.7734
H -0.7803 -2.2347 1.9513
H 0.7312 -1.3789 1.6366
H 0.1109 -3.2069 -1.4145
H 0.4529 -3.5285 0.2802
H -1.2082 -3.6833 -0.3515
H -2.6501 -1.7747 0.2175
H -2.1710 -1.8601 -1.4629
H -3.2227 2.0582 0.3667
H -3.4512 -0.8180 -2.7961
H -3.6492 1.3863 -2.5852
H -5.8830 0.7213 -1.4422
H -1.4225 1.9602 -1.4139
H -1.3470 0.6138 -2.5332
H 0.9020 2.1078 -2.4465
H 2.1290 0.9207 -1.9465
H 0.8866 0.4488 -3.0960
H -0.2568 1.6034 0.8567
H 1.0105 2.3542 -0.0882
H 1.3610 0.8873 0.7828
C 4.9581 0.6640 2.4995
F 6.0737 1.3280 2.8290
F 4.9218 0.5932 1.1637
F 5.0947 -0.5863 2.9576
S 3.4531 1.4810 3.1792
O 3.5019 2.7857 2.5576
O 3.6939 1.4512 4.6025
O 2.3989 0.6098 2.7011
```

---

# 6
The following is a DFT calculation (ωB97M-V/def2-TZVPD) of a 2-piece molecular cluster, C10H20F7NOSSi overall.

As for the structure (SMILES): CCSC[SiH2]C(F)(F)C(F)(F)C(F)(F)F.COC[C@@H](C)N. For the lowest unoccupied orbital energy, the calculation gives 0.62 eV. The HOMO energy comes out at -8.79 eV. Its HOMO-LUMO gap is 9.4 eV.

Geometry as XYZ:
```
41
C10H20F7NOSSi, DFT ωB97M-V/def2-TZVPD
C -1.6818 1.3838 -1.9888
C -0.7516 0.1601 -2.0737
S -1.3727 -1.1538 -1.0049
C -0.3657 -2.5409 -1.5836
Si 1.4799 -2.3387 -1.2274
C 2.3572 -2.0730 -2.9430
F 1.8279 -2.9810 -3.8396
F 2.0258 -0.8190 -3.4128
C 3.9158 -2.2314 -2.9746
F 4.3026 -2.7792 -1.7831
F 4.3075 -3.0581 -3.9623
C 4.7255 -0.9150 -3.1197
F 4.4755 -0.2886 -4.2695
F 4.4214 -0.0907 -2.1089
F 6.0232 -1.1880 -3.0727
H -2.3029 1.4531 -2.8858
H -1.1004 2.3026 -1.8987
H -2.3592 1.3155 -1.1323
H 0.2666 0.4322 -1.7767
H -0.6962 -0.2164 -3.0998
H -0.5672 -2.7138 -2.6454
H -0.7092 -3.4213 -1.0323
H 1.7079 -1.1151 -0.4375
H 1.9979 -3.5358 -0.5467
C -2.7930 3.4079 3.5449
O -2.4743 2.7257 2.3487
C -1.2448 2.0267 2.3553
C -1.3124 0.6122 2.9443
C -1.4149 0.5734 4.4654
N -2.3894 -0.1894 2.3621
H -1.8965 3.8248 4.0144
H -3.3023 2.7601 4.2629
H -3.4642 4.2258 3.2847
H -0.9548 1.9419 1.3040
H -0.4765 2.6252 2.8639
H -0.3694 0.1304 2.6642
H -2.4200 0.8260 4.8047
H -1.1955 -0.4303 4.8280
H -0.7122 1.2676 4.9307
H -2.2467 -0.2354 1.3572
H -3.2608 0.3200 2.4844
```

---

Quick rundown of max |F|, same order as above: 1.2 7.4 5.5 3.0 0.8 0.6 eV/A